(w)
A 2-piece molecular cluster, C4H7NS overall. Source: the Open Molecules 2025 dataset; level of theory: ωB97M-V/def2-TZVPD.

Calculated values
Total charge = 0
Gap between HOMO and LUMO = 6.6821 eV

Last column: Mulliken charge in e.
Geometry (Å):
C 1.720 -0.743 -0.112  0.688
C 3.008 -0.910 -0.109  -1.076
C -0.848 1.453 0.036  -0.869
C -0.596 -0.007 0.360  -0.199
N 0.548 -0.756 0.154  -0.247
S -3.184 -0.619 -0.169  -0.379
H 3.452 -1.182 -0.994  0.269
H 3.493 -0.760 0.806  0.263
H 0.015 2.093 -0.186  0.361
H -1.604 1.535 -0.842  0.301
H -1.276 1.820 0.868  0.334
H -3.607 -1.542 -1.148  0.106
H -1.120 -0.381 1.336  0.449


(x)
C4H7NS as an isolated structure. Source: the Open Molecules 2025 dataset; level of theory: ωB97M-V/def2-TZVPD.

Calculated values
Total charge = 0
Gap between HOMO and LUMO = 8.2955 eV

Last column: Mulliken charge in e.
Geometry (Å):
C 1.286 1.868 -0.707  -0.904
C 1.388 -0.515 -0.237  -0.032
C 1.063 -1.812 -0.115  -0.533
C -0.777 0.763 0.215  0.036
H 2.209 1.630 -1.525  0.328
H 1.621 2.396 0.543  0.304
H 0.400 2.603 -1.459  0.281
H 2.522 -0.054 0.077  0.191
H 1.854 -2.611 0.099  0.239
H -0.131 -2.180 -0.243  0.125
H -1.441 1.796 0.309  0.240
N 0.460 0.684 -0.320  0.097
S -1.751 -0.637 0.594  -0.372


(w) is preferred energetically. Next in line: 0.0123 hartree higher.


(w)
A 2-piece molecular cluster, C4H7NS overall. Source: the Open Molecules 2025 dataset; level of theory: ωB97M-V/def2-TZVPD.

Calculated values
Total charge = 0
Gap between HOMO and LUMO (spin up / spin down) = 8.3762 / 8.3756 eV

Last column: Mulliken charge in e.
Geometry (Å):
C 0.769 -0.380 -0.115  -0.217
C -2.460 -0.405 -0.403  -0.052
C -2.234 1.039 -0.541  -0.727
C 3.237 -0.441 0.791  -0.576
N 1.887 -0.412 0.267  0.024
S -3.888 -1.256 -0.522  -0.225
H -1.612 -1.049 -0.292  0.236
H -2.766 1.745 0.039  0.333
H -2.422 1.388 -1.583  0.244
H -1.166 1.328 -0.327  0.178
H 3.497 0.615 1.003  0.271
H 3.754 -1.033 -0.020  0.269
H 3.405 -1.140 1.704  0.243


(x)
An isolated molecule of C4H7NS. Source: the Open Molecules 2025 dataset; level of theory: ωB97M-V/def2-TZVPD.

Calculated values
Total charge = 0
Gap between HOMO and LUMO (spin up / spin down) = 8.4429 / 7.3856 eV

Last column: Mulliken charge in e.
Geometry (Å):
C -0.992 1.344 -1.089  -0.101
C -0.903 -1.120 -0.675  -0.952
C 0.338 -0.399 -0.084  0.622
C 0.784 -0.266 1.391  -1.357
N 0.203 0.927 -0.673  -0.153
S -1.960 2.603 -1.448  -0.262
H -1.459 -1.645 -0.027  0.362
H -0.798 -1.619 -1.645  0.258
H 1.283 -0.699 -0.633  0.180
H 0.451 0.566 1.858  0.428
H 1.791 -0.243 1.404  0.433
H 0.403 -1.198 1.978  0.274
H 0.859 1.748 -0.355  0.268


(w) is preferred energetically. Next in line: 0.0623 hartree higher.